Entry from the Open Molecules 2025 dataset: C58H46ClN3O2P4RuSe2 as an isolated structure (ωB97M-V/def2-TZVPD).

```
117
Properties=species:S:1:pos:R:3:forces:R:3
Ru 0.2620 -0.3465 0.4718 0.084 0.051 -0.322
Cl 4.8310 4.7404 -2.0381 -0.030 -0.058 0.036
C 4.0096 3.4084 -1.2952 0.065 -0.024 0.091
C 4.5116 2.8531 -0.1083 -0.014 0.052 -0.071
C 3.8752 1.7973 0.4957 0.022 -0.071 0.067
C 2.7001 1.2428 -0.0435 0.196 -0.087 0.008
O 2.1529 0.2241 0.5923 -0.125 0.197 0.089
C 2.2080 1.8049 -1.2406 0.027 0.097 -0.061
C 1.0662 1.2806 -1.9217 0.022 -0.197 -0.176
O 0.3041 0.3915 -1.5267 -0.209 0.261 0.305
C 2.8804 2.8840 -1.8551 -0.074 -0.045 -0.029
H 5.4103 3.2679 0.3286 0.000 -0.001 0.000
H 4.2607 1.3671 1.4106 0.001 0.011 -0.006
H 0.8647 1.6847 -2.9219 -0.006 0.000 0.020
H 2.4915 3.2945 -2.7788 -0.008 -0.008 0.002
Se -5.6987 -2.0060 2.8792 -0.001 0.035 0.005
P -5.4837 -0.1919 1.8322 -0.029 -0.097 -0.029
C -5.7704 1.2873 2.8296 0.019 0.042 -0.022
C -4.9737 2.4210 2.6973 -0.021 0.005 0.033
C -5.2504 3.5500 3.4557 0.013 -0.003 -0.020
C -6.3234 3.5506 4.3341 -0.014 -0.015 0.006
C -7.1204 2.4194 4.4639 0.009 -0.010 -0.010
C -6.8432 1.2853 3.7177 0.011 0.047 0.013
C -6.5681 -0.0375 0.3898 -0.008 0.028 0.025
C -7.3740 -1.1082 0.0235 0.017 -0.020 -0.059
C -8.2114 -0.9995 -1.0795 0.022 0.016 0.015
C -8.2467 0.1799 -1.8077 -0.008 -0.022 0.009
C -7.4509 1.2560 -1.4338 0.026 0.022 0.012
C -6.6138 1.1526 -0.3363 -0.032 -0.016 0.013
C -3.8195 0.0171 1.1554 0.104 -0.050 0.149
C -2.5642 -0.3193 1.6404 0.106 0.071 -0.243
N -1.7011 -0.0068 0.6191 -0.267 -0.179 0.159
N -2.3904 0.5004 -0.3956 -0.002 0.030 0.042
N -3.6509 0.5288 -0.0871 0.022 0.030 -0.107
P -1.8387 -0.7114 3.2295 0.045 -0.071 0.034
Se 0.3236 -0.5955 2.8898 -0.007 0.001 0.022
C -2.3843 0.4927 4.4392 -0.025 0.009 0.044
C -1.6319 1.6446 4.6625 -0.047 0.020 0.001
C -2.0873 2.5927 5.5654 0.029 -0.012 -0.028
C -3.2827 2.3911 6.2403 -0.022 -0.012 0.005
C -4.0326 1.2449 6.0150 0.011 -0.009 -0.003
C -3.5905 0.2904 5.1138 0.035 0.029 -0.002
C -2.2314 -2.3571 3.8101 -0.085 -0.035 -0.091
C -2.1753 -2.6588 5.1662 0.077 -0.021 -0.033
C -2.3728 -3.9690 5.5772 0.011 0.018 0.018
C -2.6175 -4.9651 4.6436 -0.004 -0.017 -0.008
C -2.6681 -4.6617 3.2889 0.006 -0.014 0.001
C -2.4727 -3.3579 2.8752 -0.009 0.108 0.024
H -4.1369 2.4272 2.0094 0.002 0.002 0.000
H -4.6270 4.4291 3.3570 0.000 0.004 0.001
H -6.5409 4.4343 4.9200 -0.002 0.001 0.002
H -7.9584 2.4206 5.1485 -0.002 0.004 0.004
H -7.4477 0.3930 3.8276 -0.002 -0.005 0.000
H -7.3445 -2.0198 0.6075 -0.006 -0.004 0.007
H -8.8422 -1.8325 -1.3601 -0.001 -0.003 -0.001
H -8.9038 0.2676 -2.6633 -0.002 -0.001 -0.002
H -7.4857 2.1791 -1.9971 -0.001 -0.002 0.000
H -5.9961 1.9932 -0.0505 0.001 0.004 0.000
H -0.6964 1.7930 4.1383 0.000 -0.005 0.009
H -1.5034 3.4854 5.7453 -0.002 0.003 0.004
H -3.6332 3.1323 6.9467 -0.001 0.001 0.001
H -4.9686 1.0936 6.5353 -0.004 0.001 0.003
H -4.1845 -0.5952 4.9233 -0.006 -0.011 0.003
H -1.9746 -1.8858 5.8966 -0.011 0.007 0.012
H -2.3346 -4.2108 6.6307 -0.003 0.000 0.000
H -2.7752 -5.9835 4.9729 0.007 -0.004 -0.002
H -2.8729 -5.4408 2.5659 0.001 0.011 0.005
H -2.5404 -3.0849 1.8309 -0.039 -0.036 0.038
C -0.2370 -3.8864 0.1261 -0.124 -0.029 0.036
P -0.2006 -2.2846 -0.7408 0.219 -0.058 0.161
C -1.7864 -2.1599 -1.5884 -0.002 0.038 -0.163
C -1.8421 -1.4805 -2.8067 -0.049 -0.037 0.034
C -3.0626 -1.2598 -3.4220 0.012 0.003 0.001
C -4.2360 -1.7002 -2.8261 0.003 0.007 0.002
C -4.1871 -2.3817 -1.6202 0.017 -0.023 0.025
C -2.9677 -2.6117 -1.0027 -0.038 0.009 -0.024
C 1.0601 -2.5196 -2.0197 0.080 0.034 0.038
C 2.2907 -1.8730 -1.9622 0.002 -0.013 0.007
C 3.2510 -2.1285 -2.9297 -0.023 -0.028 -0.018
C 2.9909 -3.0331 -3.9487 -0.004 0.022 0.029
C 1.7695 -3.6929 -3.9990 0.004 0.009 0.001
C 0.8050 -3.4379 -3.0381 -0.003 -0.002 -0.016
P 0.8041 -4.0636 1.6544 0.077 -0.051 -0.006
C 2.4691 -3.8694 0.9075 -0.025 0.010 0.010
C 2.9711 -4.7385 -0.0637 0.036 0.012 -0.005
C 4.2348 -4.5432 -0.5917 -0.025 0.009 0.000
C 5.0118 -3.4714 -0.1600 -0.003 -0.011 -0.007
C 4.5229 -2.6024 0.8006 0.000 0.010 0.002
C 3.2565 -2.8063 1.3385 -0.008 -0.014 -0.012
C 0.7355 -5.8868 1.8485 0.003 0.039 0.022
C 1.7266 -6.4705 2.6413 -0.011 0.009 0.007
C 1.7047 -7.8258 2.9208 -0.006 0.000 -0.006
C 0.6822 -8.6249 2.4228 0.004 0.023 0.002
C -0.3108 -8.0566 1.6425 0.002 0.016 -0.001
C -0.2848 -6.6956 1.3573 -0.006 -0.009 -0.045
H 0.0457 -4.6232 -0.6317 0.021 0.008 -0.011
H -1.2676 -4.1031 0.4072 0.015 0.060 0.023
H -0.9328 -1.1158 -3.2637 -0.001 0.003 -0.010
H -3.0980 -0.7294 -4.3641 -0.002 0.000 -0.002
H -5.1905 -1.5076 -3.2973 -0.015 0.001 -0.006
H -5.0969 -2.7254 -1.1460 -0.013 0.005 0.000
H -2.9704 -3.1346 -0.0565 0.021 0.000 -0.027
H 2.5181 -1.1911 -1.1516 -0.020 -0.069 -0.059
H 4.2083 -1.6269 -2.8766 0.006 0.002 -0.002
H 3.7413 -3.2288 -4.7032 0.004 -0.005 -0.003
H 1.5649 -4.4019 -4.7900 0.000 -0.001 -0.004
H -0.1517 -3.9446 -3.0904 -0.004 -0.004 -0.004
H 2.3762 -5.5838 -0.3921 -0.004 -0.007 -0.001
H 4.6192 -5.2257 -1.3387 0.004 0.000 -0.002
H 6.0024 -3.3232 -0.5706 0.004 -0.003 -0.002
H 5.1281 -1.7723 1.1435 -0.005 -0.010 0.001
H 2.8807 -2.1362 2.1022 -0.009 0.009 0.008
H 2.5293 -5.8573 3.0361 -0.001 -0.001 0.004
H 2.4864 -8.2605 3.5298 0.000 -0.004 0.002
H 0.6631 -9.6840 2.6419 0.001 -0.004 -0.001
H -1.1087 -8.6714 1.2463 -0.004 -0.002 -0.002
H -1.0707 -6.2831 0.7358 0.009 -0.005 0.010
```
Forces are in eV/Å.

Computed properties:
2S+1	2
charge	+1
E_LUMO (alpha / beta)	-3.393 / -4.070	eV
relative energy (zero: lowest compared OMol25 entry of this formula, charge and spin)	0.0000	eV
gap between HOMO and LUMO (alpha / beta)	6.80 / 6.12	eV
HOMO level (alpha / beta)	-10.19 / -10.19	eV

---

Entry from the Open Molecules 2025 dataset: C58H47AgBF4NO2P2S2 as an isolated structure (ωB97M-V/def2-TZVPD).

```
118
Properties=species:S:1:pos:R:3:forces:R:3
Ag 0.3907 -0.9353 0.5210 -0.145 -0.279 0.124
N -0.3366 -3.0054 2.7473 -0.344 0.257 -0.111
P 0.1710 -1.3990 3.2099 0.490 -0.268 -0.240
C 1.9684 -1.6079 3.4763 -0.131 -0.038 0.337
C 2.6466 -0.5093 4.0073 0.026 0.002 -0.008
C 4.0045 -0.5839 4.2657 -0.018 -0.024 -0.051
C 4.7009 -1.7528 3.9804 -0.036 0.013 0.001
C 4.0378 -2.8359 3.4280 -0.058 0.010 -0.026
C 2.6716 -2.7667 3.1762 0.061 0.005 -0.011
C -0.4544 -1.3081 4.9189 -0.075 0.003 -0.088
C -1.4149 -0.3501 5.2273 -0.084 0.049 -0.037
C -1.9303 -0.2715 6.5170 0.030 -0.044 -0.025
C -1.4892 -1.1530 7.4923 0.040 -0.021 -0.029
C -0.5295 -2.1145 7.1857 -0.022 0.018 -0.008
C -0.0083 -2.1904 5.9039 0.003 0.041 0.048
P -0.9553 -3.0395 1.1457 -0.025 0.227 0.357
C -2.7217 -2.6011 1.3082 -0.017 -0.061 -0.017
C -3.2587 -1.6111 0.4947 0.021 0.025 -0.020
C -4.5862 -1.2216 0.6515 0.038 -0.001 -0.027
C -5.3736 -1.8176 1.6207 0.022 -0.048 0.066
C -4.8461 -2.8229 2.4301 0.013 0.033 -0.059
C -3.5287 -3.2149 2.2701 -0.019 0.006 -0.029
C -1.0521 -4.8243 0.8152 0.115 -0.016 -0.027
C -1.9565 -5.2890 -0.1396 -0.007 -0.002 0.003
C -2.0300 -6.6416 -0.4301 0.032 -0.016 0.005
C -1.1987 -7.5417 0.2266 -0.017 0.019 -0.003
C -0.2860 -7.0834 1.1650 0.005 0.054 -0.010
C -0.2056 -5.7266 1.4557 -0.019 -0.037 -0.047
H -0.9228 -3.4630 3.4385 0.167 -0.110 0.089
H 2.1052 0.4087 4.2192 0.020 -0.009 0.006
H 4.5274 0.2744 4.6691 -0.024 -0.016 -0.003
H 5.7667 -1.8070 4.1628 -0.021 0.007 -0.011
H 4.5883 -3.7301 3.1638 -0.029 0.029 0.007
H 2.1588 -3.6051 2.7224 -0.008 -0.009 0.043
H -1.7593 0.3289 4.4532 0.021 -0.026 0.006
H -2.6768 0.4757 6.7557 0.024 -0.010 -0.009
H -1.8871 -1.0898 8.4978 0.007 -0.012 -0.022
H -0.1822 -2.7981 7.9506 -0.007 0.018 -0.011
H 0.7597 -2.9201 5.6685 -0.014 0.028 0.006
H -2.6417 -1.1518 -0.2715 -0.021 0.024 0.019
H -4.9964 -0.4455 0.0158 0.031 -0.025 0.016
H -6.4019 -1.5031 1.7532 0.017 -0.027 -0.012
H -5.4664 -3.3030 3.1765 0.011 0.027 0.002
H -3.1320 -4.0120 2.8922 0.001 0.024 -0.013
H -2.6130 -4.5909 -0.6477 0.001 -0.023 0.022
H -2.7382 -6.9959 -1.1685 0.006 0.008 0.016
H -1.2639 -8.5996 0.0055 0.008 0.019 -0.005
H 0.3698 -7.7807 1.6712 -0.017 0.015 -0.003
H 0.5120 -5.3677 2.1827 -0.025 -0.011 -0.002
C 0.7029 -1.7590 -8.1853 0.000 0.013 0.078
C 0.5530 -1.5256 -6.7037 0.038 0.007 -0.049
C 1.5028 -2.0000 -5.8041 -0.018 -0.005 0.017
C 1.3788 -1.7592 -4.4409 -0.066 0.034 -0.050
C 0.2962 -1.0215 -3.9886 0.192 -0.047 -0.068
C -0.6778 -0.5541 -4.8577 -0.009 0.032 -0.072
C -0.5392 -0.8096 -6.2106 -0.034 0.008 0.000
S 0.1259 -0.6781 -2.2480 -0.358 0.142 -0.138
O -1.3417 -0.5429 -1.9950 0.218 0.032 -0.089
C 0.9088 0.9506 -2.2337 -0.038 -0.031 -0.003
C 2.3152 0.8930 -2.3782 -0.061 -0.128 -0.006
C 3.0596 2.0215 -2.2863 0.074 0.114 0.003
C 2.4397 3.2732 -2.0440 0.050 0.030 -0.032
C 3.2078 4.4580 -1.9209 -0.014 -0.056 -0.024
C 2.6085 5.6541 -1.6537 -0.111 0.024 0.002
C 1.2051 5.7193 -1.4993 0.101 0.013 -0.050
C 0.4406 4.5948 -1.6221 0.019 -0.082 -0.069
C 1.0360 3.3343 -1.8978 -0.094 0.036 0.022
C 0.2555 2.1292 -1.9873 -0.104 0.125 -0.075
C -1.2286 2.2633 -1.8264 0.114 0.010 -0.014
C -2.0170 2.7105 -2.9260 0.024 -0.021 -0.017
C -1.4541 2.9298 -4.2136 0.000 -0.003 0.073
C -2.2362 3.3353 -5.2545 -0.095 0.026 -0.008
C -3.6236 3.5521 -5.0687 0.107 -0.005 -0.062
C -4.1889 3.3542 -3.8452 0.010 -0.004 0.063
C -3.4041 2.9273 -2.7420 -0.037 -0.004 -0.001
C -3.9822 2.7087 -1.4675 -0.015 0.010 -0.052
C -3.2222 2.2668 -0.4261 0.020 -0.020 -0.020
C -1.8430 2.0558 -0.6209 -0.069 -0.060 0.052
S -0.9785 1.2968 0.7545 0.017 -0.075 0.300
O -1.9637 1.2133 1.8651 0.149 0.101 -0.161
C 0.2408 2.5250 1.1430 0.074 0.011 0.100
C -0.1482 3.7971 1.5344 0.055 0.027 0.061
C 0.8279 4.7152 1.8845 -0.019 -0.004 0.006
C 2.1819 4.3803 1.8383 0.005 0.014 0.020
C 3.2417 5.3868 2.2021 -0.051 -0.042 -0.033
C 2.5456 3.0934 1.4466 0.014 0.052 0.006
C 1.5808 2.1592 1.1086 -0.076 0.037 -0.002
H 1.4367 -2.5373 -8.3910 -0.012 0.000 0.005
H 1.0369 -0.8466 -8.6846 -0.007 -0.011 0.012
H -0.2455 -2.0510 -8.6378 0.010 -0.001 0.017
H 2.3458 -2.5745 -6.1702 -0.016 0.015 0.012
H 2.1140 -2.1443 -3.7426 -0.027 0.020 -0.024
H -1.5297 -0.0065 -4.4702 0.037 -0.037 -0.002
H -1.2950 -0.4480 -6.8997 0.023 -0.010 0.011
H 2.8067 -0.0597 -2.5212 -0.011 0.004 0.046
H 4.1384 1.9590 -2.3631 -0.030 0.011 0.013
H 4.2833 4.3912 -2.0404 -0.028 -0.011 0.014
H 3.2040 6.5544 -1.5608 -0.022 -0.018 0.003
H 0.7333 6.6684 -1.2746 0.015 -0.024 -0.022
H -0.6335 4.6597 -1.5002 0.029 -0.007 0.013
H -0.3938 2.7640 -4.3626 -0.022 0.000 0.019
H -1.7941 3.4945 -6.2301 -0.016 0.001 0.014
H -4.2330 3.8769 -5.9030 0.023 -0.009 0.013
H -5.2499 3.5194 -3.6956 0.027 -0.012 0.008
H -5.0430 2.8888 -1.3344 0.019 -0.011 -0.015
H -3.6417 2.0632 0.5514 0.017 0.009 -0.032
H -1.1997 4.0612 1.5646 0.032 -0.014 0.016
H 0.5369 5.7150 2.1872 0.012 -0.022 -0.002
H 2.8014 6.3267 2.5339 -0.001 -0.010 -0.007
H 3.8849 5.5949 1.3440 -0.025 -0.013 0.003
H 3.8796 5.0064 3.0015 -0.008 0.001 -0.009
H 3.5919 2.8101 1.3998 -0.057 -0.044 0.007
H 1.8925 1.1665 0.7955 0.039 0.027 0.048
F 2.6438 -0.9802 -0.0302 -0.006 0.002 -0.160
B 4.0917 -0.8002 0.1287 0.138 -0.135 0.031
F 4.2588 0.2489 1.0384 0.035 -0.097 -0.133
F 4.6231 -0.4707 -1.1289 -0.144 -0.039 0.240
F 4.6137 -2.0047 0.5854 -0.068 0.298 -0.061
```
Forces are in eV/Å.

Computed properties:
2S+1	1
E_LUMO	0.091	eV
relative energy (zero: lowest compared OMol25 entry of this formula, charge and spin)	1.2872	eV
gap between HOMO and LUMO	8.06	eV
HOMO level	-7.97	eV

---

Number 1: total energy -9275.8141 Eh. Number 2: total energy -4494.2915 Eh.